Entry 1:
Below is 6 unconnected molecules or ions with the total composition C19H50BF2NO9S at a distorted geometry, with properties calculated with ωB97M-V with the def2-TZVPD basis set.

Results
LUMO = 0.0198 Eh
HOMO energy = -9.62 eV
energy = -2108.67788 hartree
charge = 0
HOMO-LUMO gap = 10.16 eV

```
83
C19H50BF2NO9S, DFT ωB97M-V with the def2-TZVPD basis set
H 2.12440 4.45629 4.26866
O -1.73609 -3.22325 -5.04095
H -1.11176 -1.33279 -1.58923
H -2.80213 5.80186 -2.02407
N -1.31112 2.34631 3.05308
C -0.58991 3.54140 2.53844
H -2.59252 -3.23256 -6.88364
H 1.91316 -1.91932 -2.16110
C -3.10078 -5.04141 -5.84011
O -2.58280 4.36821 0.23450
F -1.05726 4.62568 3.29790
O 0.30722 -4.78617 -2.36182
H -0.33211 -4.62566 0.21516
H 1.44178 2.77094 2.06406
H 2.47856 -6.31018 -2.56382
C 6.54137 0.83687 3.84935
H 1.81144 -4.47278 -1.03040
H -0.54667 -6.28857 -0.31026
C -2.37709 4.79920 -2.13083
H -3.59438 3.47036 2.40505
C -3.96426 2.83333 3.23104
H 1.91593 -1.32665 -3.83360
H -1.12906 -5.06417 -7.78947
H -4.81290 3.05762 -0.39387
H -2.65215 -5.74236 -5.12958
H 0.68094 3.67626 4.90938
H -1.29472 4.89900 -2.03447
H 1.24111 0.50014 -2.28505
H -4.72250 3.32213 -2.14467
C 1.09847 -5.26272 -1.27286
H -3.42316 -5.59916 -6.72143
O -0.25781 0.19037 -3.62644
H -0.35208 -5.20541 -6.20006
H -2.98967 5.23611 0.33588
H 4.34970 1.88405 3.00802
H -2.45485 2.88593 -1.15709
H -1.30894 -3.83957 -4.43468
C -0.87274 -4.52179 -6.87723
C -2.92431 3.86675 -1.06250
H 5.56050 1.52240 6.35165
C 5.81658 2.10408 4.27597
C -0.36287 -0.57430 -1.34103
C 4.95742 1.86265 5.50774
H 7.19279 0.46695 4.64343
H -0.88877 -0.50089 -3.86056
H -3.98093 -4.61523 -5.35577
C 0.53138 -0.29062 -2.53744
H 2.47970 -6.89087 -0.88849
O -1.49968 -0.14629 3.09426
F 0.62561 0.65508 3.99270
S -0.49917 0.89716 2.87561
H 2.12812 2.70106 4.30218
H 0.78779 -5.87690 0.78430
C 0.94008 3.54621 2.67099
H -0.32983 -5.47197 -2.59057
H 4.18962 1.10992 5.30421
C 1.28401 -1.53801 -2.96852
H -2.60512 4.42961 -3.13162
H -5.01181 3.14231 3.40659
O -1.34705 2.17030 5.60437
C -4.43380 3.72304 -1.17193
O 4.99740 2.56991 3.20380
H -3.97080 1.76292 2.95840
H -2.09301 1.98956 6.19522
H 4.43733 2.77775 5.79675
H 6.54468 2.88978 4.48520
H 1.15009 -7.30545 -1.98774
C 1.47006 3.57068 4.15029
H -4.92590 4.69052 -1.03379
H 5.82601 0.05053 3.59132
B -1.93212 2.52889 4.40441
H 1.27626 4.50078 2.21739
H 7.14612 1.02284 2.96027
H -0.17006 -3.72622 -7.12980
H 0.58675 -2.32433 -3.26642
O -3.22595 3.06090 4.45577
H -0.94948 3.73653 1.51303
H -0.90529 0.32530 -1.04612
C -2.11284 -3.94593 -6.21111
C 1.84897 -6.51572 -1.69637
O 0.03379 0.79687 1.51839
C 0.20568 -5.53087 -0.07164
H 0.21741 -0.92520 -0.48663
```

Atom charges from the Mulliken analysis, given in e for atoms 1 to 6:
1 H 0.410
2 O -0.403
3 H 0.322
4 H 0.333
5 N 0.470
6 C 0.305

Entry 2:
Below is C4H4S3 in the gas phase at a distorted geometry, with properties calculated with ωB97M-V with the def2-TZVPD basis set.

Results
LUMO = -0.0074 Eh
HOMO energy = -8.64 eV
ΔE to the lowest compared entry with this formula, charge and spin = 62.29 kcal per mole
energy = -1349.25471 hartree
charge = 0
HOMO-LUMO gap = 8.44 eV

```
11
C4H4S3, DFT ωB97M-V with the def2-TZVPD basis set
S -3.57285 0.04180 -0.00394
S -0.96917 1.60650 -0.06560
C 1.73925 0.02064 0.01148
C 0.35580 -0.59758 0.39688
S -1.07793 -1.38554 -0.23656
H 0.18779 -0.47245 1.48431
H 2.08215 0.17942 1.08805
C -2.00280 0.11449 0.02421
C 0.43032 0.58420 -0.48239
H 2.45083 -0.38990 -0.60727
H 0.37661 0.29840 -1.60916
```

Atom charges from the Mulliken analysis, given in e for atoms 1 to 6:
1 S -0.253
2 S -0.096
3 C -0.408
4 C -0.267
5 S -0.125
6 H 0.233